Record 1
The following is a DFT calculation (ωB97M-V/def2-TZVPD) of a cluster of 2 separate species, C32H37N4 in total in a non-equilibrium geometry.

Computed properties:
HOMO-LUMO gap: 3.91 eV
Net charge: +1

XYZ file:
```
73
C32H37N4 (ωB97M-V/def2-TZVPD)
C 1.183 -0.090 3.915
C 1.953 1.130 3.461
C 2.330 2.101 4.557
N 1.142 1.924 2.537
N 0.728 3.102 2.961
N 0.068 3.643 1.924
C -0.829 4.777 2.260
C -0.009 5.836 2.973
C -1.978 4.275 3.125
C 0.060 2.810 0.843
C -0.479 3.276 -0.435
C -1.632 2.690 -0.996
C -2.225 3.236 -2.131
C -1.646 4.336 -2.764
C -0.465 4.893 -2.267
C 0.107 4.375 -1.110
C 0.724 1.630 1.242
C 1.027 0.421 0.596
H 1.777 -0.665 4.634
H 0.258 0.223 4.411
H 0.933 -0.731 3.066
H 2.851 0.800 2.924
H 2.938 1.608 5.316
H 2.899 2.936 4.139
H 1.436 2.519 5.029
H -1.203 5.155 1.303
H -0.683 6.619 3.342
H 0.539 5.405 3.820
H 0.707 6.297 2.285
H -2.615 5.118 3.416
H -2.589 3.551 2.573
H -1.592 3.795 4.037
H -2.061 1.832 -0.482
H -3.153 2.807 -2.514
H -2.098 4.750 -3.658
H 0.001 5.740 -2.775
H 1.017 4.812 -0.702
H 0.727 0.341 -0.444
H 1.835 -0.140 1.060
C 4.006 -3.021 -4.429
N 2.812 -3.042 -3.608
C 2.533 -2.138 -2.637
C 1.323 -2.495 -1.983
C 0.818 -1.894 -0.809
C -0.534 -2.114 -0.388
C -1.613 -2.252 -1.312
C -2.856 -2.706 -0.896
C -3.087 -3.031 0.452
C -4.412 -3.618 0.865
C -2.075 -2.774 1.390
C -0.842 -2.275 0.989
C 0.861 -3.729 -2.649
C -0.111 -4.692 -2.391
C -0.237 -5.799 -3.256
C 0.665 -5.991 -4.315
C 1.732 -5.100 -4.521
C 1.800 -4.004 -3.675
H 3.949 -3.840 -5.148
H 4.073 -2.064 -4.958
H 4.907 -3.139 -3.812
H 3.201 -1.314 -2.416
H 1.599 -1.583 -0.120
H -1.437 -2.071 -2.375
H -3.656 -2.874 -1.624
H -4.466 -3.753 1.948
H -5.245 -2.973 0.563
H -4.588 -4.595 0.398
H -2.256 -2.999 2.447
H -0.050 -2.091 1.716
H -0.763 -4.600 -1.523
H -1.051 -6.515 -3.100
H 0.548 -6.838 -4.980
H 2.471 -5.214 -5.311
```

Record 2
The following is a DFT calculation (ωB97M-V/def2-TZVPD) of a structure of composition C32H37N8SSeSiTi in a non-equilibrium geometry.

Computed properties:
HOMO-LUMO gap: 6.10 eV
Net charge: +1

XYZ file:
```
81
C32H37N8SSeSiTi (ωB97M-V/def2-TZVPD)
Ti -0.479 1.329 0.291
C 4.030 3.898 2.145
C 2.731 3.747 2.608
C 1.757 3.215 1.776
C 2.085 2.806 0.489
C 3.381 2.956 0.017
C 4.344 3.506 0.849
N 1.070 2.201 -0.308
N 1.355 2.104 -1.662
C 0.484 1.351 -2.289
C 0.511 1.287 -3.727
C -0.431 0.589 -4.383
C -1.458 -0.103 -3.656
C -1.445 -0.064 -2.318
N -0.498 0.655 -1.597
H 4.790 4.323 2.786
H 2.470 4.059 3.611
H 0.738 3.126 2.139
H 3.616 2.634 -0.987
H 5.355 3.625 0.480
H 1.291 1.837 -4.234
H -0.425 0.555 -5.465
H -2.211 -0.685 -4.166
H -2.179 -0.599 -1.729
C -2.671 3.360 2.826
C -2.131 1.996 3.137
C -2.483 1.315 4.280
C -1.955 0.041 4.503
C -1.084 -0.535 3.606
C -0.735 0.205 2.473
N -1.266 1.439 2.265
N 0.104 -0.148 1.439
Si 1.604 -1.100 1.654
C 2.347 -0.507 3.250
C 2.729 -0.670 0.248
C 1.217 -2.905 1.727
H -2.719 3.966 3.729
H -3.684 3.286 2.424
H -2.047 3.875 2.098
H -3.152 1.774 4.994
H -2.233 -0.501 5.399
H -0.671 -1.522 3.756
H 2.784 0.484 3.092
H 3.142 -1.178 3.587
H 1.623 -0.427 4.065
H 2.182 -0.301 -0.621
H 3.273 -1.559 -0.078
H 3.451 0.091 0.556
H 0.692 -3.197 2.640
H 2.147 -3.479 1.685
H 0.613 -3.183 0.860
S -3.352 4.560 -1.237
C -1.880 3.814 -0.853
N -1.960 2.630 -0.325
C -3.295 2.212 -0.219
C -3.745 0.984 0.272
C -5.101 0.757 0.316
C -6.015 1.731 -0.124
C -5.582 2.938 -0.623
C -4.204 3.164 -0.670
H -0.928 4.294 -1.040
H -3.068 0.208 0.614
H -5.469 -0.187 0.692
H -7.075 1.525 -0.073
H -6.285 3.682 -0.972
C -0.573 -6.012 -2.175
N 0.773 -5.684 -2.616
C 1.710 -6.596 -3.067
C 2.812 -5.900 -3.392
N 2.537 -4.566 -3.136
C 3.463 -3.472 -3.383
C 1.276 -4.428 -2.657
Se 0.399 -2.875 -2.177
H -0.721 -7.079 -2.321
H -1.300 -5.448 -2.755
H -0.696 -5.758 -1.124
H 1.507 -7.651 -3.110
H 3.760 -6.225 -3.781
H 3.731 -3.445 -4.438
H 4.360 -3.599 -2.779
H 2.962 -2.547 -3.109
```

Record 3
The following is a DFT calculation (ωB97M-V/def2-TZVPD) of a structure of composition C32H37N9O4SV.

Computed properties:
HOMO-LUMO gap (spin up / spin down): 4.06 / 6.83 eV
2S+1: 4
Net charge: -2
⟨S²⟩: 3.798

XYZ file:
```
84
C32H37N9O4SV (ωB97M-V/def2-TZVPD)
V 0.286 -0.655 -1.127
C -2.720 -0.311 -2.058
C -2.647 -1.207 -0.823
N -1.504 -2.110 -0.884
C -1.717 -3.308 -1.700
C -1.875 -3.100 -3.222
N -0.906 -2.239 -3.866
C -1.371 -1.064 -4.581
C -1.144 0.284 -3.849
N -1.372 0.169 -2.404
H -3.126 -0.846 -2.911
H -3.405 0.518 -1.852
H -2.479 -0.591 0.052
H -3.603 -1.733 -0.682
H -1.247 -2.358 0.073
H -0.896 -3.998 -1.502
H -2.644 -3.803 -1.373
H -1.836 -4.109 -3.658
H -2.894 -2.746 -3.416
H -0.145 -1.976 -3.239
H -0.858 -0.997 -5.547
H -2.433 -1.180 -4.820
H -0.115 0.608 -3.997
H -1.808 1.041 -4.288
H -1.225 1.063 -1.928
O 0.988 -1.051 0.624
C 1.465 -1.351 1.793
C 2.827 -1.700 1.911
C 3.425 -1.878 3.142
C 2.696 -1.711 4.316
C 1.352 -1.396 4.220
C 0.712 -1.237 2.991
C -0.731 -0.962 2.988
N -1.670 -1.590 2.312
C -2.863 -1.048 2.743
C -2.644 -0.071 3.663
N -1.284 -0.036 3.821
H 3.395 -1.786 0.993
H 4.478 -2.132 3.190
H 3.162 -1.841 5.284
H 0.761 -1.308 5.126
H -3.810 -1.376 2.346
H -3.303 0.606 4.177
H -0.768 0.639 4.359
O -3.631 6.316 6.358
S -3.380 4.938 5.959
O -4.370 4.395 5.044
O -3.042 4.046 7.066
C -1.816 4.999 5.014
N -0.846 5.763 5.534
C 0.308 5.723 4.862
C 0.520 4.969 3.733
C -0.565 4.197 3.259
N -1.741 4.242 3.942
C -0.503 3.336 2.124
C -1.663 2.643 1.671
C -1.588 1.773 0.631
N -0.448 1.469 -0.069
C 0.653 2.167 0.337
C 0.678 3.066 1.363
H 1.115 6.332 5.264
H 1.482 4.979 3.239
H -2.601 2.802 2.185
H -2.488 1.246 0.339
H 1.573 1.938 -0.195
H 1.625 3.527 1.613
C 3.017 1.036 -3.416
C 3.289 -0.401 -3.748
C 4.332 -0.756 -4.589
C 4.605 -2.086 -4.884
C 3.824 -3.073 -4.299
C 2.769 -2.763 -3.451
C 1.976 -3.861 -2.801
C 2.464 -1.406 -3.179
N 1.422 -1.049 -2.384
H 3.785 1.685 -3.839
H 2.981 1.182 -2.334
H 2.043 1.359 -3.794
H 4.949 0.030 -5.017
H 5.421 -2.348 -5.547
H 4.043 -4.118 -4.496
H 2.585 -4.760 -2.687
H 1.089 -4.116 -3.389
H 1.631 -3.542 -1.816
```

The records above give, respectively, electronic energy values of -39736.102; -152878.796; -91911.160 eV.
The records above give, respectively, ΔE to the lowest compared entry with this formula, charge and spin values of 69.8; 22.7; 25.6 kcal/mol.
The records above give, respectively, molecular weight values of 477.676; 720.684; 694.718 g/mol.